This record from the OMol25 dataset describes the ion C3H7N4 with charge +1 in a non-equilibrium geometry. The level of theory is ωB97M-V/def2-TZVPD.

```
14
Properties=species:S:1:pos:R:3:forces:R:3
N -2.206097 -0.569281 -0.037651 -1.67 -0.15 -0.05
N 2.392631 -0.560029 -0.020778 2.75 2.37 0.10
N 0.071941 -0.493464 0.079802 -7.00 4.54 0.69
N -1.370934 -1.372108 0.024432 1.82 -1.07 0.07
C -1.901801 0.805379 -0.061255 0.64 1.27 -0.12
C 1.196265 -1.107118 -0.019893 2.71 -6.63 -0.72
C -0.348147 0.873951 0.111199 -0.07 -0.67 -0.30
H -2.455422 1.311783 0.728303 0.04 -0.03 0.01
H 1.119090 -2.186277 -0.109800 0.17 0.26 0.00
H 2.528385 0.433622 0.106649 0.20 -0.08 0.03
H 0.096071 1.442790 -0.707114 0.16 0.14 0.00
H -2.241714 1.217605 -1.018041 0.04 -0.09 0.15
H 3.215904 -1.129528 -0.144692 0.01 0.02 -0.01
H -0.096171 1.332680 1.068833 0.19 0.12 0.12
```
Forces are in eV/Å.

Its net charge is +1. The energy above the lowest of the compared OMol25 structures with the same formula, charge and spin is 57.5 kcal per mole. The spin multiplicity is 3. The orbital gap (alpha / beta) comes out at 6.220 / 7.389 eV. The expectation value of S² is 2.012. The calculation puts the HOMO energy (alpha / beta) at -9.9 / -15.4 eV. The calculation puts the total energy at -337.051245 Ha.

natural (NBO) charges in e: N -0.01; N -0.51; N -0.04; N 0.16; C -0.29; C -0.13; C -0.32; H 0.27; H 0.23; H 0.41; H 0.26; H 0.27; H 0.43; H 0.26

=====

This record from the OMol25 dataset describes the ion C3H7N4O with charge +1 in a non-equilibrium geometry. The level of theory is ωB97M-V/def2-TZVPD.

```
15
Properties=species:S:1:pos:R:3:forces:R:3
O -0.362216 -0.886814 2.406288 -0.82 0.09 -0.86
N 0.694280 0.398806 -1.389693 0.87 3.59 0.65
N -0.487425 -1.507511 -0.779865 1.18 3.48 0.14
N 0.398664 0.703874 1.029259 -0.62 -0.37 -0.96
N -0.821410 -2.521621 -0.231319 -1.01 -5.87 1.30
C -0.202684 -0.662246 -1.554864 -1.43 -0.56 -2.51
C 0.455533 1.427206 -0.228992 -2.76 0.24 1.73
C -0.646677 -0.055497 1.578764 1.99 0.61 1.25
H -1.579007 0.347429 1.331783 -2.18 0.13 -0.39
H -0.558296 1.924019 -0.518505 1.91 -0.64 0.94
H 0.631028 0.913986 -2.279743 1.14 -0.10 0.21
H 1.172432 0.134302 1.317730 1.44 0.50 -0.03
H -1.573713 -2.484373 0.417422 -0.74 0.26 0.91
H 1.587869 0.127215 -1.033306 1.50 -0.94 -1.16
H 1.291622 2.141225 -0.064958 -0.47 -0.43 -1.23
```
Forces are in eV/Å.

Its net charge is +1. The energy above the lowest of the compared OMol25 structures with the same formula, charge and spin is 79.3 kcal per mole. The spin multiplicity is 3. The orbital gap (alpha / beta) comes out at 7.705 / 7.588 eV. The expectation value of S² is 2.007. The calculation puts the HOMO energy (alpha / beta) at -11.7 / -14.7 eV. The calculation puts the total energy at -412.248376 Ha.

natural (NBO) charges in e: O -0.52; N -0.61; N -0.22; N -0.65; N -0.21; C 0.41; C -0.08; C 0.52; H 0.14; H 0.25; H 0.47; H 0.41; H 0.39; H 0.45; H 0.27

=====

This record from the OMol25 dataset describes the molecule C3H7N4OP in a non-equilibrium geometry. The level of theory is ωB97M-V/def2-TZVPD.

```
16
Properties=species:S:1:pos:R:3:forces:R:3
P -1.614661 -0.098123 0.208731 1.08 3.74 0.81
O -2.006882 -1.209673 -0.571374 -1.83 -3.54 -2.55
N 2.088607 -1.105136 -0.223757 7.43 -2.66 0.20
N -1.655152 0.045083 1.731648 -0.43 -2.53 2.57
N -1.903684 1.404769 -0.474822 -2.49 -0.27 -1.68
N 0.161822 -0.080194 -0.318904 0.94 3.89 -0.17
C 2.389652 0.190693 -0.525050 -2.35 0.50 -0.11
C 1.101138 0.841456 -0.558763 -2.91 0.56 0.33
C 0.776227 -1.252414 -0.086982 -3.17 -4.09 1.25
H 0.266242 -2.121988 0.349419 0.40 0.73 -0.36
H -1.870907 -0.936286 2.171406 0.70 2.48 -0.91
H 0.754037 1.912260 -0.661505 0.85 -1.50 -0.09
H 3.354382 0.522002 -0.541273 2.06 1.11 -0.16
H -1.822643 2.153010 0.168171 0.09 0.68 0.93
H -2.917165 1.439796 -0.822472 2.05 -0.15 0.44
H 2.898984 -1.705259 0.155530 -2.41 1.04 -0.50
```
Forces are in eV/Å.

Its net charge is 0. The spin multiplicity is 3. The orbital gap (alpha / beta) comes out at 5.912 / 5.570 eV. The expectation value of S² is 2.007. The calculation puts the HOMO energy (alpha / beta) at -5.4 / -8.5 eV. The calculation puts the total energy at -753.998925 Ha.

natural (NBO) charges in e: P 2.31; O -1.11; N -0.63; N -1.34; N -1.22; N -0.57; C -0.01; C 0.11; C 0.17; H 0.24; H 0.38; H 0.25; H 0.21; H 0.39; H 0.40; H 0.41

=====

This record from the OMol25 dataset describes the ion C3H7N4S with charge +1 in a non-equilibrium geometry. The level of theory is ωB97M-V/def2-TZVPD.

```
15
Properties=species:S:1:pos:R:3:forces:R:3
S 2.030457 -0.452573 0.580005 1.09 -2.42 1.50
N 0.617695 -1.005927 -0.198869 -1.63 -0.35 0.08
N 2.128861 0.847029 -0.396892 2.34 0.76 0.92
N 1.195308 0.992569 -1.113573 -1.73 2.15 -3.69
N -0.446960 0.772395 1.293845 -4.73 -0.81 0.23
C -0.847512 1.022233 -0.075268 -1.46 -1.62 -1.03
C 0.015762 -2.111645 0.040630 -2.23 2.57 -3.25
C 0.066528 0.127166 -0.974573 0.75 0.81 1.97
H -0.332202 -0.178930 -1.889525 -0.54 -0.50 -1.44
H -1.405662 0.794700 1.782201 2.44 0.04 -0.14
H 0.103586 1.498003 1.622472 1.07 1.76 1.07
H -1.927080 0.783447 -0.286076 0.98 -0.37 0.52
H 0.587716 -2.751414 0.541109 1.56 -3.15 2.40
H -0.975284 -2.356599 -0.460710 1.45 0.37 0.87
H -0.811213 2.019544 -0.464783 0.63 0.77 0.00
```
Forces are in eV/Å.

Its net charge is +1. Its SMILES is C=[N+]1SN=N[C@@H]1CN. The energy above the lowest of the compared OMol25 structures with the same formula, charge and spin is 73.8 kcal per mole. The orbital gap comes out at 8.542 eV. The calculation puts the HOMO energy at -13.9 eV. The calculation puts the total energy at -735.334158 Ha.

natural (NBO) charges in e: S 0.75; N -0.40; N -0.24; N -0.08; N -0.86; C -0.24; C 0.10; C 0.01; H 0.25; H 0.40; H 0.38; H 0.22; H 0.21; H 0.24; H 0.24